C8H14F6NO6S | the ωB97M-V functional and the def2-TZVPD basis

Bonds (Å) are listed after each position.
Cartesian coordinates (Å):
1 C -1.8752 -1.6974 0.5810  O2 1.418, H19 1.091, H20 1.100, H21 1.101
2 O -1.1107 -0.5040 0.5435  C1 1.418, C3 1.400
3 C 0.0987 -0.7113 -0.1305  O2 1.400, N4 1.468, H22 1.104, H23 1.103
4 N 0.9759 0.4563 0.0226  C3 1.468, C5 1.496, C8 1.465, S12 2.193
5 C 2.0175 0.4331 -1.0511  N4 1.496, C6 1.545, H24 1.095, H25 1.094
6 C 2.5438 -0.9804 -1.3845  C5 1.545, O7 1.439, H26 1.094, H27 1.092
7 O 3.9067 -0.8048 -1.8124  C6 1.439, H28 0.958
8 C 0.2107 1.6766 -0.2422  N4 1.465, F9 1.314, F10 1.340, F11 1.379
9 F -0.4701 2.0901 0.8034  C8 1.314
10 F 1.0210 2.6849 -0.5907  C8 1.340
11 F -0.6589 1.5290 -1.3023  C8 1.379
12 S 1.8801 0.5411 2.0188  N4 2.193, O13 1.467, O14 1.468, C15 1.981
13 O 0.8778 0.2264 3.0430  S12 1.467
14 O 2.3692 1.9008 2.2752  S12 1.468
15 C 3.4138 -0.5874 2.5653  S12 1.981, F16 1.384, F17 1.354, F18 1.348
16 F 3.7989 -0.2374 3.8472  C15 1.384
17 F 4.5275 -0.3648 1.8282  C15 1.354
18 F 3.1311 -1.9027 2.6462  C15 1.348
19 H -2.9370 -1.4946 0.4343  C1 1.091
20 H -1.7088 -2.1587 1.5653  C1 1.100
21 H -1.5830 -2.3902 -0.2226  C1 1.101
22 H -0.1591 -0.8853 -1.1893  C3 1.104
23 H 0.5712 -1.5968 0.3270  C3 1.103
24 H 2.8615 1.0428 -0.7124  C5 1.095
25 H 1.6242 0.8490 -1.9839  C5 1.094
26 H 1.9878 -1.3744 -2.2408  C6 1.094
27 H 2.5695 -1.6656 -0.5350  C6 1.092
28 H 4.4354 -1.4397 -1.3267  O7 0.958
29 O -4.3661 2.5597 -0.3909  C30 1.252
30 C -3.7451 1.6019 -0.9042  O29 1.252, C31 1.757, H33 1.104, H34 1.108
31 C -4.8384 0.2336 -1.0398  C30 1.757, O32 1.253, H35 1.106, H36 1.106
32 O -4.2127 -0.7268 -1.5450  C31 1.253
33 H -2.8780 1.1983 -0.3525  C30 1.104
34 H -3.3501 1.7377 -1.9308  C30 1.108
35 H -5.6976 0.6457 -1.6003  C31 1.106
36 H -5.2318 0.1154 -0.0131  C31 1.106

The calculation puts the HOMO energy at -2.71 eV. The HOMO-LUMO gap is 2.19 eV. The net charge is -1.